ORCA calculation (ωB97M-V/def2-TZVPD) on a structure of composition C52H52AsO13P2RbS at a distorted geometry.

```
! RIJCOSX wB97M-V def2-TZVPD def2/J DEFGRID3
* xyz -2 1
Rb -1.976 0.700 -1.123
As -3.242 -1.095 2.069
S -3.206 2.264 1.246
P 1.556 -1.328 0.337
P 0.991 2.561 -1.149
O -1.578 -2.152 -0.199
O -1.821 1.744 1.162
O 3.226 0.810 -0.407
O -4.135 1.197 0.816
O -2.324 -4.259 -0.394
O -2.271 -0.125 -5.890
O -3.770 2.286 -1.978
O -3.517 2.782 2.573
O -2.933 3.045 -1.426
O -2.218 -1.747 -2.807
O -3.378 3.473 0.314
O -0.009 0.255 2.839
O -1.054 0.262 -4.012
C 5.400 0.093 0.350
C 3.347 -1.157 0.836
C -0.266 4.124 0.815
C 0.800 -4.076 0.702
C -8.026 -1.516 3.109
C 6.987 2.009 0.608
C -0.333 5.952 -3.162
C 1.121 -2.852 1.290
C 0.325 -5.041 2.863
C -4.016 -0.326 3.704
C -8.286 -2.851 3.406
C 5.124 2.147 -1.049
C 6.111 -0.846 1.098
C 0.237 3.759 -2.325
C 4.677 4.150 -2.325
C 2.182 -2.876 -3.975
C 4.092 -2.051 1.586
C 0.220 5.149 -2.177
C 7.033 0.583 -1.463
C 3.755 1.932 -0.992
C 3.021 -3.367 -2.972
C -1.994 -0.246 -4.683
C 1.884 -1.988 -1.345
C -6.307 -3.475 2.179
C 5.470 -1.893 1.732
C 1.019 -2.741 2.681
C 1.065 -1.493 -2.355
C 2.815 2.840 -1.495
C -7.419 -3.830 2.937
C 5.569 3.277 -1.734
C -2.908 -2.740 -2.121
C -0.875 5.378 -4.311
C -0.412 4.698 2.069
C -0.316 3.194 -3.473
C 6.127 1.210 -0.386
C -6.916 -1.165 2.354
C 1.817 4.013 2.636
C 3.309 3.932 -2.193
C 1.957 3.433 1.381
C -2.190 -2.983 -0.814
C 4.027 -0.068 0.270
C -6.038 -2.141 1.873
C 0.920 3.490 0.450
C -0.867 4.001 -4.463
C 0.631 4.647 2.984
C 0.631 -3.824 3.459
C -2.937 -2.831 3.001
C -2.943 -1.164 -3.889
C -4.848 -1.745 1.061
C 1.207 -1.939 -3.670
C 0.408 -5.161 1.481
C 2.871 -2.924 -1.667
H 3.604 -2.899 2.048
H -2.573 -3.605 2.320
H 7.756 -0.102 -1.012
H -4.488 -2.593 0.481
H 0.629 5.602 -1.282
H -1.829 -4.319 0.441
H 7.522 2.815 0.101
H 2.631 3.948 3.349
H -2.166 -2.673 3.760
H 0.548 -1.528 -4.426
H -5.635 -4.244 1.810
H -9.155 -3.124 3.991
H -3.253 -0.429 4.476
H -5.087 -0.910 0.402
H 0.852 -4.183 -0.375
H -3.938 -2.438 -1.884
H 7.725 1.365 1.091
H 6.432 0.023 -2.182
H -3.845 -3.189 3.494
H -4.914 -0.859 4.017
H -1.366 5.139 2.338
H -7.610 -4.875 3.155
H 5.038 5.014 -2.871
H 0.016 -5.885 3.468
H -0.615 -0.479 2.677
H -1.300 3.536 -5.341
H 2.887 2.934 1.137
H -3.329 -1.936 -4.556
H 7.583 1.358 -2.004
H -0.345 2.115 -3.606
H 7.190 -0.758 1.174
H -1.112 4.140 0.137
H 1.227 -1.783 3.151
H 0.170 -6.105 1.002
H 0.295 -0.757 -2.157
H 6.039 -2.608 2.314
H 3.792 -4.091 -3.210
H 0.510 5.074 3.973
H 6.634 3.470 -1.808
H 3.526 -3.307 -0.891
H -0.446 0.955 2.316
H -3.777 -0.559 -3.510
H 2.296 -3.227 -4.995
H -2.954 -3.679 -2.681
H 6.356 2.451 1.383
H -8.695 -0.742 3.468
H -6.709 -0.124 2.124
H -0.351 7.028 -3.030
H 0.553 -3.711 4.534
H -4.229 0.733 3.561
H 2.617 4.634 -2.638
H -1.315 6.007 -5.076
*
```

## Properties
Maximum force ... 2.21 eV/Å
HOMO level ... -0.1095 Ha
ΔE to the lowest compared entry with this formula, charge and spin ... 23.84 kcal per mole
Calculated total energy ... -172292.489 eV

***

ORCA calculation (ωB97M-V/def2-TZVPD) on a structure of composition C52H52CaClIN6O5.

```
! RIJCOSX wB97M-V def2-TZVPD def2/J DEFGRID3
* xyz -2 1
I -5.655 -0.214 -0.522
Ca -0.328 0.404 -0.183
Cl -4.705 -0.649 -6.124
O 1.752 3.344 -1.554
O -3.406 6.259 0.494
O -2.546 0.475 -0.762
O -2.998 8.301 -0.018
O -0.322 2.707 -0.921
N 1.128 1.659 1.233
N -2.722 7.117 -0.002
N -0.866 0.553 -2.863
N -0.465 -1.906 -0.371
N 1.705 -0.060 -1.206
N -1.104 -0.180 1.936
C 4.552 4.631 2.292
C -1.939 0.740 6.246
C 1.087 5.789 3.412
C -0.374 1.785 3.191
C -0.622 7.694 -1.169
C 2.575 2.233 -0.708
C 3.731 -1.548 -3.939
C 0.761 2.253 2.387
C -4.858 -0.360 -3.437
C -3.025 0.233 -1.896
C 5.037 -2.230 -3.525
C -2.303 -2.180 1.210
C -0.590 -4.815 -2.738
C -3.765 -2.792 4.397
C -2.808 1.083 5.033
C -1.511 -2.567 0.111
C 1.532 3.413 2.613
C -1.741 0.076 -5.453
C 3.104 -0.723 -2.856
C -1.422 -4.432 -3.964
C -0.032 0.618 -3.869
C 0.078 -2.629 -1.427
C 2.128 2.397 0.699
C -2.087 -1.062 2.045
C -2.530 -5.690 0.752
C -1.727 -3.795 -0.693
C 3.492 0.569 -2.444
C 0.502 3.544 -1.230
C -1.203 0.731 2.981
C -2.664 0.004 -4.386
C 3.445 4.567 1.239
C 0.108 5.003 -1.250
C -0.437 0.388 -5.200
C 1.168 -2.272 -2.157
C 4.636 1.380 -2.973
C -2.170 0.263 -3.093
C -2.375 0.359 3.799
C 1.415 4.342 3.788
C -0.755 -3.831 -1.624
C -1.426 6.700 -0.646
C 1.991 -1.066 -2.060
C 5.877 1.359 -2.075
C 0.581 7.318 -1.746
C -2.818 -4.790 -0.453
C 2.415 3.508 1.514
C -1.107 5.361 -0.672
C -4.042 -0.311 -4.528
C -2.929 -0.725 3.221
C 0.946 5.977 -1.772
C -4.369 -0.094 -2.151
C 2.593 0.933 -1.427
C -4.129 -1.507 3.650
H 3.546 2.707 -0.845
H -1.622 -6.273 0.581
H -2.489 -4.458 -3.735
H 6.239 0.338 -1.939
H -0.865 -5.818 -2.396
H 1.894 5.668 -2.190
H 0.292 0.446 -5.999
H 5.309 5.384 2.051
H -3.763 -4.261 -0.296
H 6.690 1.962 -2.490
H 0.855 6.394 4.294
H 4.145 4.872 3.275
H -3.165 -2.797 1.431
H -4.769 -0.886 4.284
H -2.777 2.162 4.854
H 2.329 4.333 4.397
H -5.903 -0.611 -3.568
H -0.890 0.958 6.043
H 0.630 3.974 4.452
H -3.353 -6.382 0.948
H 4.909 1.013 -3.969
H 3.920 -0.928 -4.825
H 1.462 -2.967 -2.938
H 5.786 -1.492 -3.233
H 4.326 2.421 -3.118
H -2.243 1.301 7.134
H 3.898 4.382 0.261
H 5.641 1.745 -1.082
H 2.978 5.554 1.149
H -2.085 -0.121 -6.461
H -4.723 -1.757 2.765
H 1.917 6.271 2.894
H -4.653 -3.373 4.659
H -2.960 -5.406 -1.346
H -3.112 -3.417 3.786
H 5.459 -2.835 -4.333
H -2.011 -0.326 6.472
H 0.463 -4.871 -3.027
H -1.185 -3.413 -4.277
H 4.867 -2.878 -2.663
H -3.225 -2.559 5.318
H -0.611 2.399 4.055
H 1.003 0.838 -3.625
H 0.223 5.819 2.745
H -3.851 0.842 5.257
H 5.046 3.661 2.375
H -1.754 4.600 -0.259
H 3.023 -2.314 -4.267
H -1.234 -5.102 -4.807
H -2.367 -5.087 1.646
H 1.236 8.072 -2.162
H -0.935 8.726 -1.116
*
```

## Properties
Maximum force ... 0.93 eV/Å
HOMO level ... -0.0319 Ha
Calculated total energy ... -113013.566 eV